# 1
DFT (wB97M-V/def2-TZVPD) results for the molecule C8H15F3OS in a non-equilibrium geometry.

Results
E_tot in Ha: -1086.764144
E_LUMO in eV: 0.59
Relative energy (zero: lowest compared OMol25 entry of this formula, charge and spin) in kJ/mol: 100.1
Total charge: 0

```
28
Properties=species:S:1:pos:R:3:forces:R:3
C -1.0261 -0.0153 -1.6964 -2.081 0.517 0.260
C -2.0190 -1.0834 0.3567 -1.079 -0.658 2.602
C -0.9906 2.6755 -0.2698 0.148 -0.599 1.121
C 0.6662 -0.4389 1.7635 -0.685 -2.349 4.282
C 2.8773 -1.4478 -0.3257 1.443 -0.281 0.278
C -1.0990 0.0356 -0.1361 1.527 -0.817 -0.524
C -1.6005 1.3531 0.3869 -0.409 3.910 0.586
C 0.4721 -0.2044 0.3686 -1.578 0.649 -2.407
O 0.5907 -2.8876 0.2434 0.867 0.291 -0.391
F -1.4000 1.5013 1.7686 -0.125 -0.508 -0.711
F -2.9894 1.4287 0.2883 0.743 -0.459 -0.441
F 1.2489 0.9422 -0.0057 -0.717 -1.276 -0.175
S 1.1148 -1.7670 -0.6046 -0.245 0.630 0.420
H -2.1029 0.1971 -2.0198 1.522 -0.094 0.002
H -0.3468 0.7736 -2.0489 -0.175 -0.665 -0.285
H -0.7617 -1.0195 -2.0922 -0.167 0.836 0.425
H -2.4341 -0.9391 1.4506 1.476 -0.024 -1.738
H -3.0370 -1.2942 -0.1033 1.771 0.485 -0.515
H -1.3133 -1.9221 0.3599 -1.174 -0.564 0.083
H -1.6725 3.6257 -0.2154 1.174 -2.159 -0.067
H -0.7924 2.2994 -1.2832 -0.006 1.300 0.168
H 0.0130 2.8447 0.2768 -1.730 -0.046 -1.072
H 1.7082 -0.2131 2.0548 -0.651 0.156 0.078
H -0.1208 0.0349 2.4282 1.436 -0.022 -0.894
H 0.4925 -1.5586 2.0856 0.465 1.822 -1.179
H 3.4528 -1.3257 -1.2680 -0.893 0.321 0.255
H 3.3464 -2.3602 0.0693 -0.526 0.090 0.280
H 3.1104 -0.6071 0.3564 -0.331 -0.486 -0.442
```
Forces are in eV/Å.

---

# 2
DFT (wB97M-V/def2-TZVPD) results for a structure of composition C8H15IN3O2SbSe4Tc in a non-equilibrium geometry.

Results
E_tot in Ha: -10851.799868
E_LUMO (alpha / beta) in eV: -13.45 / -13.45
Total charge: +3

```
35
Properties=species:S:1:pos:R:3:forces:R:3
Tc -0.1724 1.2332 1.7008 -0.987 0.086 -3.547
C 0.4597 -2.2002 -2.5961 -0.161 0.105 0.024
C 0.5310 -0.6983 -2.8197 0.146 -0.468 -0.553
N 0.0565 -0.0403 -1.6118 -0.054 0.228 0.492
C -0.7565 -0.6068 -0.7141 0.487 -0.413 -0.714
N -1.0101 0.1244 0.4222 -0.199 -0.747 -0.651
C -2.2050 -0.2969 1.1556 -0.390 -0.318 0.128
C -2.1105 -1.7974 1.4003 -0.022 0.074 -0.051
C -2.1798 -2.4563 0.0313 -0.457 -0.184 0.609
N -1.2617 -1.8164 -0.9035 0.330 0.745 0.257
C -0.9421 -2.5582 -2.1187 0.239 -0.225 -0.778
H 1.1919 -2.5000 -1.8447 0.040 -0.068 -0.010
H 0.6820 -2.7332 -3.5180 0.001 0.019 -0.003
H -0.0849 -0.4062 -3.6773 0.067 0.038 0.146
H 1.5559 -0.3758 -3.0139 -0.112 0.007 0.043
H 0.2926 0.9343 -1.4832 -0.259 -0.083 0.035
H -3.1048 -0.0601 0.5711 0.124 0.268 0.278
H -2.2745 0.2765 2.1096 -0.006 0.104 0.037
H -2.9201 -2.1572 2.0329 -0.022 0.012 -0.035
H -1.1595 -2.0315 1.8874 -0.087 -0.017 0.049
H -3.1958 -2.3880 -0.3754 0.119 -0.051 -0.004
H -1.9278 -3.5160 0.1069 0.063 0.128 -0.071
H -1.6810 -2.3252 -2.8917 -0.012 -0.039 0.071
H -1.0171 -3.6247 -1.9009 -0.018 0.144 0.081
O 0.5624 1.9796 2.9896 1.132 1.349 2.646
O 1.2971 2.4451 3.8343 0.461 0.473 0.859
I 0.5460 4.6849 0.6146 -0.137 -0.659 0.022
C -0.8906 3.1421 0.8833 0.542 -0.457 0.283
H -1.3919 2.9808 -0.0715 0.139 -0.178 0.148
H -1.5998 3.5059 1.6293 0.015 -0.160 0.083
Se 6.5714 4.3477 2.7429 -0.532 -1.029 0.298
Sb 6.2317 1.9505 1.7054 0.170 1.356 -0.317
Se 2.2723 1.1631 0.6928 -0.071 0.879 0.882
Se 3.6658 1.5261 2.4871 -0.579 -0.210 -0.308
Se 5.9712 4.2957 0.5440 0.031 -0.712 -0.428
```
Forces are in eV/Å.